A.
{
  "formula": "C3H8NS2",
  "method": "ωB97M-V/def2-TZVPD",
  "e_homo_ev": -12.9,
  "e_lumo_ha": -0.1461,
  "gap_ev": 8.92,
  "charge": 1,
  "elements": ["C", "C", "C", "N", "S", "S", "H", "H", "H", "H", "H", "H", "H", "H"],
  "positions_angstrom": [[0.686, -1.807, 0.978], [0.523, -1.051, -0.086], [-0.376, 1.713, 0.193], [-1.121, 1.667, -0.877], [-0.386, -1.304, -1.565], [1.478, 0.533, -0.182], [0.021, -2.704, 1.151], [1.511, -2.005, 1.664], [-0.928, 1.245, 1.101], [0.278, 2.516, 0.456], [-1.000, 2.154, -1.743], [-2.018, 1.113, -0.751], [-0.737, -2.489, -1.340], [2.068, 0.420, 1.002]]
}



B.
{
  "formula": "C3H8NS2",
  "method": "ωB97M-V/def2-TZVPD",
  "e_homo_ev": [-12.5, -12.3],
  "e_lumo_ha": [-0.1912, -0.1850],
  "gap_ev": [7.30, 7.31],
  "charge": 1,
  "elements": ["C", "C", "C", "N", "S", "S", "H", "H", "H", "H", "H", "H", "H", "H"],
  "positions_angstrom": [[0.927, 0.371, -1.645], [-0.081, 0.250, -0.758], [0.116, 0.217, 0.636], [-1.035, 0.309, 1.540], [2.061, -2.877, 0.123], [0.455, -2.340, 1.097], [0.745, 0.349, -2.704], [1.948, 0.508, -1.331], [-1.089, 0.099, -1.123], [1.055, 0.519, 1.068], [-0.798, -0.129, 2.441], [-1.320, 1.287, 1.708], [-1.830, -0.207, 1.137], [1.504, -3.372, -1.005]]
}



It is A that is the least stable of them.



A.
{
  "formula": "C3H8N3S",
  "method": "ωB97M-V/def2-TZVPD",
  "e_homo_ev": -13.5,
  "e_lumo_ha": -0.1899,
  "gap_ev": 8.30,
  "charge": 1,
  "elements": ["C", "C", "C", "N", "N", "N", "S", "H", "H", "H", "H", "H", "H", "H", "H"],
  "positions_angstrom": [[-0.749, -1.103, 0.063], [-1.121, 1.153, -0.394], [1.299, 0.315, 0.026], [-2.410, 1.136, 0.272], [-0.183, 0.050, -0.011], [-0.366, -2.369, -0.010], [-3.074, -0.382, -0.048], [-1.318, 0.949, -1.418], [-0.587, 2.097, -0.437], [1.571, 0.961, -0.749], [1.639, 0.556, 1.009], [1.871, -0.541, -0.247], [-2.301, 1.572, 1.273], [0.668, -2.542, -0.295], [-1.054, -3.138, -0.052]]
}



B.
{
  "formula": "C3H8N3S",
  "method": "ωB97M-V/def2-TZVPD",
  "e_homo_ev": -13.4,
  "e_lumo_ha": -0.2098,
  "gap_ev": 7.73,
  "charge": 1,
  "elements": ["C", "C", "C", "N", "N", "N", "S", "H", "H", "H", "H", "H", "H", "H", "H"],
  "positions_angstrom": [[0.210, -1.564, 0.670], [-0.197, -0.926, -0.618], [2.531, -0.626, -0.546], [1.275, -1.871, 1.135], [3.805, -0.639, -0.565], [-2.166, 1.185, 0.297], [1.200, 0.080, -1.231], [-0.628, -1.880, 1.236], [-0.597, -1.561, -1.438], [-0.984, -0.242, -0.460], [4.241, -1.348, -0.013], [4.190, -0.056, -1.320], [-1.516, 1.281, 1.097], [-3.220, 1.217, 0.433], [-2.032, 1.843, -0.459]]
}



It is B that is the least stable of them.



A.
{
  "formula": "C20H24N2O4",
  "method": "ωB97M-V/def2-TZVPD",
  "e_homo_ev": -8.9,
  "e_lumo_ha": 0.0203,
  "smiles": "CC(C)OC(=O)N(CCc1ccccc1)Cc1ccc(C(=O)NO)cc1",
  "gap_ev": 9.44,
  "elements": ["C", "C", "C", "O", "C", "O", "N", "C", "C", "C", "C", "C", "C", "C", "C", "C", "C", "C", "C", "C", "C", "O", "N", "O", "C", "C", "H", "H", "H", "H", "H", "H", "H", "H", "H", "H", "H", "H", "H", "H", "H", "H", "H", "H", "H", "H", "H", "H", "H", "H"],
  "positions_angstrom": [[1.822, -4.414, -0.288], [1.753, -3.369, -1.409], [3.180, -3.120, -1.934], [1.340, -2.098, -0.920], [0.074, -1.706, -1.095], [-0.826, -2.405, -1.514], [-0.251, -0.364, -0.892], [0.781, 0.569, -0.461], [1.599, 0.944, -1.663], [2.585, 2.026, -1.260], [2.214, 3.427, -1.353], [3.135, 4.414, -0.983], [4.413, 4.091, -0.532], [4.803, 2.764, -0.493], [3.869, 1.749, -0.767], [-1.577, 0.181, -1.196], [-2.394, 0.239, 0.076], [-2.387, 1.399, 0.855], [-3.107, 1.419, 2.045], [-3.923, 0.345, 2.416], [-4.784, 0.374, 3.567], [-4.537, 1.191, 4.428], [-5.946, -0.360, 3.641], [-6.855, -0.338, 4.740], [-3.944, -0.821, 1.613], [-3.149, -0.850, 0.474], [2.393, -4.031, 0.535], [0.833, -4.684, 0.094], [2.208, -5.349, -0.714], [1.095, -3.745, -2.239], [3.553, -3.987, -2.421], [3.176, -2.267, -2.658], [3.847, -2.894, -1.094], [1.466, 0.131, 0.275], [0.324, 1.429, -0.004], [2.111, 0.050, -2.022], [0.882, 1.334, -2.410], [1.228, 3.657, -1.740], [2.912, 5.456, -1.002], [5.122, 4.852, -0.230], [5.814, 2.556, -0.199], [4.259, 0.727, -0.610], [-1.426, 1.158, -1.684], [-2.077, -0.469, -1.920], [-1.850, 2.265, 0.540], [-3.052, 2.335, 2.653], [-6.203, -0.873, 2.805], [-6.715, 0.468, 5.279], [-4.602, -1.650, 1.821], [-3.185, -1.755, -0.151]]
}



B.
{
  "formula": "C20H24N2O4",
  "method": "ωB97M-V/def2-TZVPD",
  "e_homo_ev": -8.8,
  "e_lumo_ha": 0.0267,
  "smiles": "O=C1CCCCCN1C(=O)c1cccc(C(=O)N2CCCCCC2=O)c1",
  "gap_ev": 9.48,
  "elements": ["O", "C", "C", "C", "C", "C", "C", "N", "C", "O", "C", "C", "C", "C", "C", "C", "O", "N", "C", "C", "C", "C", "C", "C", "O", "C", "H", "H", "H", "H", "H", "H", "H", "H", "H", "H", "H", "H", "H", "H", "H", "H", "H", "H", "H", "H", "H", "H", "H", "H"],
  "positions_angstrom": [[2.503, 0.837, -1.644], [2.901, 0.000, -0.870], [3.549, -1.279, -1.352], [5.079, -1.180, -1.318], [5.662, -1.442, 0.067], [5.152, -0.475, 1.132], [3.655, -0.612, 1.409], [2.825, 0.169, 0.503], [2.126, 1.244, 1.066], [2.376, 1.631, 2.184], [1.023, 1.811, 0.251], [0.957, 3.182, 0.037], [-0.100, 3.717, -0.676], [-1.112, 2.900, -1.143], [-1.080, 1.536, -0.875], [-2.129, 0.644, -1.443], [-2.035, 0.189, -2.558], [-3.235, 0.338, -0.642], [-4.214, -0.566, -1.230], [-4.189, -1.959, -0.602], [-5.005, -2.052, 0.683], [-4.500, -1.122, 1.782], [-4.598, 0.363, 1.412], [-3.395, 0.851, 0.634], [-2.617, 1.637, 1.120], [-0.002, 0.987, -0.199], [3.224, -1.404, -2.387], [3.211, -2.138, -0.772], [5.491, -1.913, -2.014], [5.377, -0.189, -1.667], [6.750, -1.363, 0.010], [5.423, -2.465, 0.371], [5.690, -0.668, 2.062], [5.363, 0.554, 0.835], [3.353, -1.663, 1.373], [3.437, -0.225, 2.407], [1.747, 3.814, 0.413], [-0.136, 4.779, -0.868], [-1.939, 3.317, -1.699], [-5.212, -0.128, -1.162], [-3.943, -0.641, -2.287], [-4.594, -2.669, -1.326], [-3.152, -2.240, -0.409], [-4.974, -3.080, 1.049], [-6.049, -1.813, 0.463], [-3.463, -1.363, 2.027], [-5.097, -1.292, 2.680], [-4.616, 0.962, 2.324], [-5.521, 0.555, 0.862], [0.034, -0.077, -0.012]]
}



It is A that is the least stable of them.



A.
{
  "formula": "CHN3O",
  "method": "ωB97M-V/def2-TZVPD",
  "e_homo_ev": -11.6,
  "e_lumo_ha": 0.0011,
  "smiles": "c1nnon1",
  "gap_ev": 11.61,
  "elements": ["C", "N", "N", "O", "N", "H"],
  "positions_angstrom": [[-0.760, -0.153, -0.040], [0.292, -1.030, -0.037], [1.400, -0.460, 0.041], [1.056, 0.949, -0.057], [-0.216, 1.065, 0.034], [-1.772, -0.371, 0.060]]
}



B.
{
  "formula": "CHN3O",
  "method": "ωB97M-V/def2-TZVPD",
  "e_homo_ev": -12.2,
  "e_lumo_ha": 0.0042,
  "smiles": "c1nnon1",
  "gap_ev": 12.31,
  "elements": ["C", "N", "N", "O", "N", "H"],
  "positions_angstrom": [[0.418, 0.350, -0.480], [-0.424, -0.689, -0.746], [-0.970, -0.981, 0.348], [-0.536, -0.138, 1.313], [0.395, 0.700, 0.757], [1.117, 0.758, -1.192]]
}



It is A that is the least stable of them.



A.
{
  "formula": "C2H3N4O",
  "method": "ωB97M-V/def2-TZVPD",
  "e_homo_ev": [-1.6, -1.6],
  "e_lumo_ha": [0.1508, 0.1510],
  "gap_ev": [5.69, 5.70],
  "charge": -1,
  "elements": ["C", "C", "N", "N", "N", "N", "O", "H", "H", "H"],
  "positions_angstrom": [[0.883, 1.580, 1.474], [-0.005, -0.083, -0.001], [1.130, 1.900, 2.760], [0.902, 1.143, 3.688], [0.092, -0.424, 2.413], [0.276, 0.290, 1.384], [0.989, 2.419, 0.530], [0.868, -0.519, -0.333], [-0.851, -0.701, 0.045], [-0.333, 0.807, -0.356]]
}



B.
{
  "formula": "C2H3N4O",
  "method": "ωB97M-V/def2-TZVPD",
  "e_homo_ev": -3.1,
  "e_lumo_ha": 0.1495,
  "smiles": "Cn1nnnc1[O-]",
  "gap_ev": 7.19,
  "charge": -1,
  "elements": ["C", "N", "N", "N", "N", "C", "O", "H", "H", "H"],
  "positions_angstrom": [[-1.406, -0.086, 0.038], [0.055, -0.188, 0.052], [0.661, -1.365, 0.058], [2.012, -1.067, 0.086], [2.153, 0.231, -0.083], [0.975, 0.824, -0.060], [0.707, 2.019, -0.170], [-1.527, 0.866, -0.557], [-1.801, -1.033, -0.342], [-1.828, -0.201, 0.979]]
}



It is A that is the least stable of them.



A.
{
  "formula": "C7H11NO2",
  "method": "ωB97M-V/def2-TZVPD",
  "e_homo_ev": -9.2,
  "e_lumo_ha": 0.0191,
  "gap_ev": 9.75,
  "elements": ["C", "C", "C", "C", "C", "C", "C", "H", "H", "H", "H", "H", "H", "H", "H", "H", "H", "H", "N", "O", "O"],
  "positions_angstrom": [[0.085, -0.981, 1.030], [1.006, -0.111, 0.272], [0.764, -0.150, -1.234], [-0.408, 0.968, -1.617], [1.066, 1.031, -2.091], [1.997, 1.571, -2.988], [-1.271, -0.634, 0.935], [0.051, -0.076, 3.035], [0.199, -1.867, 3.015], [0.342, -1.978, 0.664], [2.208, -0.055, 0.433], [0.454, 1.086, 0.538], [0.746, -1.024, -1.836], [-1.255, 0.672, -2.202], [-0.373, 1.717, -0.652], [1.719, 2.639, -3.154], [3.053, 1.224, -3.040], [-2.503, 0.575, 2.064], [0.602, -1.031, 2.586], [-1.478, 0.412, 2.022], [-2.058, -1.144, 0.127]]
}



B.
{
  "formula": "C7H11NO2",
  "method": "ωB97M-V/def2-TZVPD",
  "e_homo_ev": -7.9,
  "e_lumo_ha": 0.0275,
  "smiles": "Cc1ccn(C)c1C(O)O",
  "gap_ev": 8.66,
  "elements": ["C", "C", "C", "C", "N", "C", "C", "C", "O", "O", "H", "H", "H", "H", "H", "H", "H", "H", "H", "H", "H"],
  "positions_angstrom": [[0.708, 2.536, 0.131], [0.887, 1.025, 0.042], [2.089, 0.399, 0.032], [1.848, -0.969, 0.000], [0.512, -1.168, -0.045], [-0.016, -2.509, -0.125], [-0.071, 0.050, 0.019], [-1.939, 0.148, -0.315], [-2.716, -0.886, 0.389], [-2.349, 1.395, 0.026], [1.742, 2.793, 0.409], [0.397, 2.982, -0.782], [0.158, 2.785, 0.946], [3.202, 0.590, 0.212], [2.462, -1.858, 0.062], [0.565, -3.052, -0.898], [0.116, -3.021, 0.817], [-1.128, -2.529, -0.326], [-2.019, -0.080, -1.444], [-2.594, -0.644, 1.415], [-1.855, 2.013, -0.564]]
}



It is A that is the least stable of them.



A.
{
  "formula": "C19H20N2O3S2",
  "method": "ωB97M-V/def2-TZVPD",
  "e_homo_ev": -8.5,
  "e_lumo_ha": -0.0510,
  "gap_ev": 7.10,
  "elements": ["C", "C", "C", "C", "C", "S", "C", "C", "C", "C", "C", "O", "O", "C", "N", "S", "N", "C", "O", "C", "C", "C", "C", "C", "C", "C", "H", "H", "H", "H", "H", "H", "H", "H", "H", "H", "H", "H", "H", "H", "H", "H", "H", "H", "H", "H"],
  "positions_angstrom": [[-2.221, 1.555, 0.015], [-1.005, 2.635, -0.135], [-0.144, 2.793, 1.209], [0.535, 1.447, 1.736], [-0.136, 0.547, 2.840], [-1.789, 0.938, 3.601], [0.567, -0.776, 3.401], [1.966, -1.272, 2.921], [2.595, -2.580, 3.582], [2.924, -3.768, 2.545], [1.564, -4.128, 1.754], [0.758, -4.895, 2.369], [1.305, -3.568, 0.474], [2.653, -0.413, 1.795], [3.947, -0.791, 1.257], [4.165, 0.472, 0.097], [2.802, 1.513, 0.225], [1.951, 0.913, 1.233], [-0.161, 2.341, -1.273], [-0.759, 2.742, -2.523], [-1.404, 1.482, -3.325], [-0.400, 0.413, -3.849], [-1.027, -0.818, -4.605], [-2.583, -0.897, -4.781], [-3.585, 0.181, -4.257], [-2.961, 1.407, -3.511], [-2.648, 1.742, 1.078], [-1.861, 0.472, -0.060], [-3.085, 1.808, -0.703], [-1.545, 3.653, -0.293], [0.676, 3.582, 1.044], [-0.855, 3.148, 2.053], [-2.501, -0.255, 3.414], [0.051, -1.420, 4.208], [3.614, -2.263, 4.039], [1.953, -2.961, 4.468], [3.302, -4.657, 3.183], [3.750, -3.419, 1.836], [2.139, -3.118, 0.170], [-1.601, 3.513, -2.432], [0.020, 3.204, -3.248], [0.730, 0.553, -3.693], [-0.326, -1.609, -5.026], [-3.021, -1.797, -5.339], [-4.727, 0.097, -4.392], [-3.624, 2.254, -3.105]]
}



B.
{
  "formula": "C19H20N2O3S2",
  "method": "ωB97M-V/def2-TZVPD",
  "e_homo_ev": -8.4,
  "e_lumo_ha": 0.0051,
  "smiles": "Cc1ccc(-n2sc3ccccc3c2=O)cc1S(=O)(=O)N1CCCCC1",
  "gap_ev": 8.50,
  "elements": ["C", "C", "C", "C", "C", "N", "S", "C", "C", "C", "C", "C", "C", "C", "O", "C", "C", "S", "O", "O", "N", "C", "C", "C", "C", "C", "H", "H", "H", "H", "H", "H", "H", "H", "H", "H", "H", "H", "H", "H", "H", "H", "H", "H", "H", "H"],
  "positions_angstrom": [[3.145, 3.245, -0.188], [1.829, 2.537, -0.122], [0.685, 3.162, -0.624], [-0.557, 2.564, -0.603], [-0.704, 1.283, -0.068], [-1.943, 0.631, -0.016], [-2.080, -0.806, 0.917], [-3.763, -0.954, 0.511], [-4.650, -1.939, 0.920], [-5.954, -1.867, 0.471], [-6.373, -0.838, -0.370], [-5.487, 0.139, -0.776], [-4.171, 0.080, -0.331], [-3.110, 1.028, -0.660], [-3.201, 2.002, -1.378], [0.425, 0.650, 0.438], [1.661, 1.268, 0.411], [2.933, 0.200, 1.103], [4.223, 0.835, 1.178], [2.415, -0.377, 2.308], [2.930, -1.005, -0.071], [3.451, -2.276, 0.394], [3.159, -3.352, -0.648], [3.790, -2.960, -1.981], [3.279, -1.585, -2.403], [3.554, -0.567, -1.301], [3.916, 2.679, 0.323], [3.437, 3.387, -1.228], [3.060, 4.229, 0.269], [0.779, 4.153, -1.042], [-1.412, 3.081, -1.005], [-4.323, -2.734, 1.572], [-6.661, -2.622, 0.779], [-7.398, -0.808, -0.704], [-5.782, 0.948, -1.426], [0.375, -0.334, 0.877], [2.958, -2.490, 1.343], [4.535, -2.208, 0.569], [3.553, -4.308, -0.301], [2.079, -3.445, -0.769], [3.550, -3.701, -2.746], [4.877, -2.926, -1.872], [3.763, -1.261, -3.325], [2.203, -1.634, -2.575], [3.127, 0.406, -1.555], [4.638, -0.440, -1.158]]
}



It is A that is the least stable of them.